Computed, not measured: an isolated molecule of C4H8N2 in a non-equilibrium geometry, with ωB97M-V with the def2-TZVPD basis set.

For the gap between HOMO and LUMO, the calculation gives 9.82 eV. Its total charge is 0. Its structure (SMILES) is C=CCNN=C. The calculation puts the relative energy (zero: lowest compared OMol25 entry of this formula, charge and spin) at 3.2992 eV. The highest occupied orbital energy is -0.323 Eh. The calculation puts the total energy at -266.60076 Eh.

Geometry (Å):
C: 1.13386 -0.53638 -0.22826
N: 1.25848 0.86791 -0.24555
C: -0.27609 -1.13222 0.38672
C: -0.81020 1.25370 -1.33037
C: -0.86553 -0.61906 1.46019
N: 0.22067 1.76097 -0.84489
H: 1.55756 1.27836 0.63010
H: 1.13688 -0.91012 -1.25752
H: 1.92747 -1.00483 0.35685
H: -0.30412 -2.20690 0.24346
H: -1.00188 0.11957 -1.09837
H: -1.56815 1.88185 -1.77040
H: -1.52174 -1.20433 2.08600
H: -0.88719 0.45148 1.61204